ORCA calculation (wB97M-V/def2-TZVPD) on a molecular structure, C16H20NO2Ru.

Last column: Löwdin charge in e.
Geometry (Å):
Ru (0.49, -0.77, 1.37)  1.313
C (-0.46, 0.23, 3.39)  -0.177
C (-0.68, 1.41, 2.65)  -0.136
C (-1.37, 1.10, 1.47)  -0.154
H (-0.36, 2.41, 2.95)  0.111
C (-1.62, -0.31, 1.44)  -0.246
C (-1.09, -0.86, 2.69)  -0.301
H (-1.28, -1.87, 3.07)  0.103
H (-0.01, 0.14, 4.38)  0.102
H (-1.76, 1.81, 0.73)  0.096
H (-2.27, -0.85, 0.74)  0.099
C (2.09, -2.18, 0.29)  -0.184
C (1.10, -2.75, 1.18)  -0.281
C (-0.17, -2.63, 0.49)  -0.261
H (1.27, -3.29, 2.09)  0.096
C (0.06, -2.04, -0.79)  -0.158
C (1.45, -1.77, -0.91)  -0.117
H (1.94, -1.33, -1.78)  0.101
H (3.17, -2.14, 0.48)  0.103
H (-1.11, -3.04, 0.86)  0.103
H (-0.70, -1.89, -1.56)  0.076
O (1.25, 1.17, 0.26)  -0.359
C (-1.05, 1.36, -3.04)  -0.356
C (-0.35, 2.42, -2.29)  -0.140
C (-2.07, 0.78, -2.19)  -0.114
C (-0.04, 0.43, -3.52)  -0.114
C (0.75, 2.04, -0.69)  -0.250
H (-0.94, 3.24, -1.97)  0.046
H (0.30, 3.01, -2.89)  0.047
H (1.69, 2.43, -1.24)  0.075
H (0.25, 2.92, -0.13)  0.071
H (-2.87, 0.68, -2.89)  0.063
H (-2.44, 1.36, -1.34)  0.066
H (-1.97, -0.20, -1.75)  0.049
H (-0.29, 0.45, -4.57)  0.063
H (-0.03, -0.60, -3.22)  0.046
H (1.02, 0.70, -3.46)  0.083
O (3.35, -0.84, 4.21)  0.007
C (2.69, -0.55, 3.25)  -0.451
N (2.04, -0.21, 2.25)  -0.118

For the highest occupied orbital energy (alpha / beta), the calculation gives -0.0954 / -0.1456 hartree. The LUMO energy (alpha / beta) comes out at 3.2 / 2.7 eV. As for the spin multiplicity: 5. Its HOMO-LUMO gap (alpha / beta) is 5.8 / 6.7 eV. As for the total charge: -1. Its expectation value of S² is 6.067. Its maximum force is 9.3 eV/Å.